# 1
Entry from the OMol25 dataset: a single C6H12NP3 molecule at a distorted geometry (the ωB97M-V functional and the def2-TZVPD basis).

Geometry as XYZ:
```
22
Properties=species:S:1:pos:R:3
C -2.06564 2.00115 -0.52849
C -2.34388 0.88460 0.45572
C -1.18184 -0.00036 0.67613
N -1.07988 -1.18635 0.09156
C 0.00992 -1.77030 0.34062
C 0.24659 -3.11219 -0.25746
P 1.24232 -0.72841 1.32039
P 2.12804 -0.12757 -0.60232
P 3.56366 1.42493 -0.15845
C 0.09998 0.58614 1.36983
H -1.08368 2.54831 -0.24692
H -2.78123 2.76071 -0.53850
H -1.77174 1.70226 -1.58652
H -3.21226 0.20998 0.07098
H -2.59832 1.41348 1.35870
H 1.27627 -3.48806 -0.13853
H -0.09617 -3.05911 -1.22888
H -0.52393 -3.78938 0.08559
H 3.11879 -1.12396 -0.28602
H 4.19217 1.06047 -1.27092
H 2.85712 2.40815 -0.97230
H 0.00372 1.38550 2.04577
```

Computed properties:
SMILES string: CCC1=NC(C)=P([PH]#[PH2])=C1
HOMO-LUMO gap (alpha / beta): 7.73 / 7.73 eV
E_LUMO (alpha / beta): -0.20 / -0.19 eV
multiplicity: 1
charge: 0
energy above the lowest of the compared OMol25 structures with the same formula, charge and spin: 48.6 kJ/mol
E: -35770.042 eV

***

# 2
Entry from the OMol25 dataset: a molecular structure, C26H23N3PRe at a distorted geometry (the ωB97M-V functional and the def2-TZVPD basis).

Geometry as XYZ:
```
54
Properties=species:S:1:pos:R:3
Re 0.33121 -0.54425 0.49746
C 0.89031 2.68572 3.16714
C 1.06662 1.66594 2.20253
N 0.04924 0.96897 1.64110
C -1.26259 1.45149 1.86594
C -1.50167 2.48511 2.78646
C -0.38976 3.12391 3.43225
C -2.88383 2.87213 2.86129
C -3.87524 2.00507 2.37235
C -3.61761 0.83424 1.60930
C -2.24725 0.55768 1.36111
N -1.65123 -0.40458 0.56854
C -2.39275 -1.50215 0.07409
C -3.71196 -1.68818 -0.30338
C -4.22384 -2.98543 -0.35528
C -3.42680 -4.12146 -0.07128
C -2.04080 -4.05120 0.06503
C -1.07903 -5.06199 0.37523
C 0.29320 -4.70252 0.59393
C 0.67079 -3.34625 0.60604
N -0.25012 -2.39085 0.37357
C -1.61372 -2.66178 0.11340
H 1.78750 3.21872 3.54535
H 2.04746 1.32630 1.94173
H -0.56278 3.94207 4.10807
H -3.20615 3.78569 3.36163
H -4.96166 2.34320 2.46006
H -4.46698 0.27679 1.25122
H -4.29365 -0.85191 -0.44458
H -5.30812 -3.10924 -0.58236
H -3.92835 -5.09577 0.00169
H -1.30728 -6.08257 0.22735
H 1.16005 -5.35977 0.66417
H 1.70415 -3.06850 0.39014
C 0.14880 1.28221 -2.64231
P 1.18654 0.89372 -1.19189
C 1.36539 2.73909 -0.58005
C 2.89753 0.81720 -1.86917
C 3.58696 -0.32763 -1.43975
C 4.89095 -0.50570 -1.94988
C 5.41201 0.30312 -2.97828
C 4.57121 1.28808 -3.53658
C 3.36447 1.59841 -2.91000
H -0.22779 0.36274 -3.10014
H 0.64255 1.77711 -3.52020
H -0.77577 1.87607 -2.48899
H 1.85497 3.29275 -1.33258
H 2.12104 2.72624 0.22508
H 0.38230 3.17283 -0.21193
H 3.19299 -1.03611 -0.68583
H 5.44379 -1.28326 -1.45204
H 6.40034 0.19987 -3.34762
H 4.96176 1.90257 -4.42326
H 2.78262 2.40605 -3.32587
```

Computed properties:
HOMO-LUMO gap (alpha / beta): 5.78 / 5.22 eV
E_LUMO (alpha / beta): -11.32 / -11.89 eV
<S²>: 3.829
multiplicity: 4
charge: +3
E: -43194.278 eV

***

# 3
Entry from the OMol25 dataset: a single C4H7NO2 molecule (the ωB97M-V functional and the def2-TZVPD basis).

Geometry as XYZ:
```
14
Properties=species:S:1:pos:R:3
O 0.63977 -2.14885 -0.45088
C 0.10497 -1.10290 -0.16402
C -1.28862 -0.63168 -0.53809
N -1.22088 0.79779 -0.23540
C 0.18620 1.18895 -0.37146
C 0.85323 0.07335 0.43957
O 2.22906 -0.08524 0.30887
H -1.44747 -0.87627 -1.60057
H -2.05853 -1.14748 0.04749
H -1.84565 1.35367 -0.80531
H 0.36162 2.19102 0.02513
H 0.56844 1.14270 -1.40730
H 0.55345 0.20082 1.49285
H 2.35545 -1.00808 0.02780
```

Computed properties:
SMILES string: O=C1CNC[C@@H]1O
HOMO-LUMO gap: 10.52 eV
E_LUMO: 0.92 eV
multiplicity: 1
charge: 0
energy above the lowest of the compared OMol25 structures with the same formula, charge and spin: 122.0 kJ/mol
E: -9846.015 eV

***

# 4
Entry from the OMol25 dataset: 2 unconnected molecules or ions with the total composition C5H15NO at a distorted geometry (the ωB97M-V functional and the def2-TZVPD basis).

Geometry as XYZ:
```
22
Properties=species:S:1:pos:R:3
C -1.38556 -1.15101 0.13285
C -0.82150 0.14618 0.76328
N -0.49172 1.07681 -0.34712
C -0.23082 2.42649 0.46396
C 0.74475 0.67160 -1.08737
C 0.39109 -0.16384 -2.24619
H -0.68802 -1.91968 -0.22494
H -2.20708 -1.46873 0.89457
H -2.03099 -0.86397 -0.72259
H -1.29135 0.65122 1.67976
H 0.29065 -0.26303 1.05084
H -0.02401 3.29126 -0.23988
H 0.74458 2.16096 0.94260
H -1.11836 2.74894 1.04811
H 1.49507 0.13056 -0.45297
H 1.25355 1.63206 -1.27908
H 1.07033 0.19301 -3.10305
H 0.78547 -1.21233 -1.88768
H -0.70152 -0.12939 -2.60130
O 1.19272 -2.77192 2.65128
H 1.88212 -2.29297 2.80763
H 1.14061 -2.89222 1.75730
```

Computed properties:
SMILES string: CCN(C)CC.O
HOMO-LUMO gap: 9.46 eV
E_LUMO: 0.82 eV
multiplicity: 1
charge: 0
energy above the lowest of the compared OMol25 structures with the same formula, charge and spin: 346.1 kJ/mol
E: -8962.772 eV

***

# 5
Entry from the OMol25 dataset: a molecular structure, C4H11ClNO3RuTi at a distorted geometry (the ωB97M-V functional and the def2-TZVPD basis).

Geometry as XYZ:
```
22
Properties=species:S:1:pos:R:3
Ti 0.56106 0.18122 -1.76619
Cl 1.24465 -1.46415 -0.40119
C 2.31232 1.20057 -2.14866
C -0.43850 -0.94444 -3.16693
H 2.28160 1.59319 -3.19523
H 2.38808 2.04213 -1.41321
H 3.15742 0.47983 -1.99947
H -0.35874 -0.44761 -4.16443
H -1.51074 -1.02128 -2.85495
H 0.02711 -1.96268 -3.18049
Ru -0.04426 0.00430 0.98514
C -1.59095 -0.93565 1.92394
C -0.72435 1.14959 -0.52690
H -2.56462 -0.49165 1.57778
H -1.51501 -2.05468 1.76351
H -1.61057 -0.83073 3.05374
H -1.74299 1.03789 -0.95262
H -0.30231 2.18946 -0.44752
O 0.54231 -0.97279 4.87770
N 0.06664 0.04298 4.50325
O -0.45616 1.01296 4.89375
O 0.27800 0.19157 2.63899
```

Computed properties:
HOMO-LUMO gap (alpha / beta): 6.59 / 5.32 eV
E_LUMO (alpha / beta): -0.49 / -3.86 eV
<S²>: 8.788
multiplicity: 6
charge: 0
energy above the lowest of the compared OMol25 structures with the same formula, charge and spin: 246.2 kJ/mol
E: -50166.025 eV

***

# 6
Entry from the OMol25 dataset: a molecular structure, C25H20ClF5PTc at a distorted geometry (the ωB97M-V functional and the def2-TZVPD basis).

Geometry as XYZ:
```
53
Properties=species:S:1:pos:R:3
C 3.04291 3.14399 1.33499
C 2.14013 2.32907 0.55547
C 0.80599 2.89227 0.68009
H 2.42029 1.50223 -0.09988
C 0.88365 4.00258 1.58477
C 2.26669 4.18226 1.96080
H 2.65763 4.97643 2.59487
H 4.12077 3.03796 1.38386
H -0.07210 2.55012 0.13760
H 0.05483 4.61342 1.92782
Tc 1.59190 2.20080 2.63975
Cl -0.48264 1.40903 2.91015
P -0.86322 -0.68928 -0.65104
C -2.24787 0.31138 -1.20409
C -2.73568 0.34964 -2.52212
H -2.34335 -0.33535 -3.27787
C -3.72282 1.27738 -2.86152
H -4.09414 1.32917 -3.88732
C -4.23832 2.15067 -1.89544
H -4.99720 2.88492 -2.16715
C -3.77297 2.09429 -0.57622
H -4.17635 2.76614 0.18380
C -2.78011 1.18779 -0.22659
H -2.38960 1.14564 0.79228
C 0.16365 -1.18320 -2.03600
C 0.61876 -0.18271 -2.93003
H 0.20191 0.82636 -2.87864
C 1.60707 -0.49332 -3.86284
H 1.93290 0.26599 -4.57788
C 2.19654 -1.76379 -3.88200
H 2.99247 -1.98655 -4.58859
C 1.77442 -2.74304 -2.97530
H 2.25266 -3.72243 -2.96931
C 0.74831 -2.47203 -2.07341
H 0.41123 -3.24384 -1.38089
C -1.52038 -2.14619 0.17380
C -2.71869 -2.78797 -0.18795
H -3.27383 -2.46383 -1.07310
C -3.19370 -3.83827 0.59984
H -4.13826 -4.32570 0.34742
C -2.47129 -4.27706 1.71737
H -2.84065 -5.10762 2.32355
C -1.27087 -3.64269 2.06632
H -0.69635 -3.98214 2.92899
C -0.80413 -2.56686 1.31851
H 0.10034 -2.02314 1.60518
F 2.26011 -0.40291 3.81628
C 2.98425 0.76861 3.59755
F 3.33346 1.26960 4.84111
C 4.26339 0.34526 2.86039
F 4.88479 -0.62592 3.56954
F 3.98061 -0.17087 1.62789
F 5.15286 1.36376 2.70519
```

Computed properties:
HOMO-LUMO gap (alpha / beta): 8.02 / 4.94 eV
E_LUMO (alpha / beta): -3.08 / -6.45 eV
<S²>: 3.780
multiplicity: 4
charge: +1
energy above the lowest of the compared OMol25 structures with the same formula, charge and spin: 29.7 kJ/mol
E: -63838.764 eV

***

# 7
Entry from the OMol25 dataset: a molecular structure, C25H22ClNPTb at a distorted geometry (the ωB97M-V functional and the def2-TZVPD basis).

Geometry as XYZ:
```
51
Properties=species:S:1:pos:R:3
Tb 1.24960 0.36334 1.06311
Cl 2.85479 1.19935 2.49472
P -0.13094 -1.04453 0.15055
C -0.02228 -1.46181 -1.62630
C -1.11228 -1.69634 -2.46865
C -0.90455 -2.02805 -3.80846
C 0.38932 -2.13104 -4.31584
C 1.48370 -1.88118 -3.48403
C 1.27878 -1.53960 -2.15098
C 0.38087 -2.59878 0.97767
C 0.47623 -2.55182 2.37999
C 0.92754 -3.65960 3.09303
C 1.28236 -4.82753 2.41558
C 1.18437 -4.88308 1.02428
C 0.73946 -3.77400 0.30492
C -1.91168 -0.96510 0.57358
C -2.37547 0.16389 1.25989
C -3.70840 0.24912 1.66096
C -4.58563 -0.80099 1.38908
C -4.12369 -1.94448 0.73252
C -2.79131 -2.03093 0.33306
H 0.19226 -1.64138 2.90573
H 1.00447 -3.61008 4.17535
H 1.63456 -5.69236 2.97060
H 1.45759 -5.79226 0.49582
H 0.67319 -3.81947 -0.77761
H -2.12324 -1.60272 -2.08772
H -1.75902 -2.19881 -4.45741
H 0.54639 -2.39181 -5.35876
H 2.49450 -1.94352 -3.87745
H 2.12027 -1.31649 -1.49826
H -1.67041 0.96030 1.48853
H -4.05738 1.13038 2.19224
H -5.62388 -0.73806 1.70290
H -4.80061 -2.77276 0.54225
H -2.42901 -2.93514 -0.14838
H -4.67068 0.79694 -5.74970
H -5.16677 0.99766 -5.23355
N 0.54083 2.37127 0.27146
C 0.92530 3.45797 0.34107
C 1.74041 4.62907 0.56311
C 3.08914 4.39778 0.89032
C 3.94328 5.45763 1.18584
C 3.45539 6.76316 1.17021
C 2.11304 7.00520 0.84454
C 1.25198 5.93900 0.53166
H 3.48550 3.39092 0.91631
H 4.97909 5.26161 1.43663
H 4.11765 7.58294 1.41618
H 1.74211 8.02084 0.84681
H 0.21325 6.13536 0.30261
```

Computed properties:
HOMO-LUMO gap (alpha / beta): 6.38 / 8.03 eV
E_LUMO (alpha / beta): -8.66 / -7.00 eV
<S²>: 12.503
multiplicity: 7
charge: +2
E: -71998.126 eV

***

# 8
Entry from the OMol25 dataset: 5 unconnected molecules or ions with the total composition CH14NO4 at a distorted geometry (the ωB97M-V functional and the def2-TZVPD basis).

Geometry as XYZ:
```
20
Properties=species:S:1:pos:R:3
C 0.20407 0.24381 -1.49536
N -0.06315 0.80327 -0.07882
H 0.50658 1.11498 -2.17401
H 0.91870 -0.62420 -1.54926
H -0.70997 -0.18088 -1.99231
H -0.97456 0.41838 0.42244
H -0.32927 1.76041 -0.28938
H 0.76781 0.39601 0.49352
H -1.78114 4.65807 -0.18539
H -1.91782 3.62386 1.04767
O -1.83709 3.76309 0.07232
H 1.70550 -4.25280 -0.75563
H 2.90814 -4.87032 0.08522
O 2.40275 -4.04409 -0.05878
H 2.01442 -1.97555 0.16497
H 2.82648 -0.92194 1.04724
O 2.07819 -0.98117 0.46399
H -3.28049 -0.40449 1.01289
H -3.22311 1.15353 1.16538
O -2.67056 0.38958 0.90128
```

Computed properties:
HOMO-LUMO gap: 12.02 eV
E_LUMO: -2.85 eV
multiplicity: 1
charge: +1
energy above the lowest of the compared OMol25 structures with the same formula, charge and spin: 149.9 kJ/mol
E: -10937.802 eV